[1]
One molecule with the formula C3H6N2O. Source: the Open Molecules 2025 dataset; level of theory: wB97M-V/def2-TZVPD.

The value obtained for the total energy is -8233.3150 eV. The HOMO energy is -9.41 eV. Its gap between HOMO and LUMO is 9.7804 eV. For the energy above the lowest of the compared OMol25 structures with the same formula, charge and spin, the calculation gives 326.5 kJ/mol. As for the spin multiplicity: 1. Its structure (SMILES) is C=N/N=C\CO.

The geometry in XYZ format:
```
12
C3H6N2O (wB97M-V/def2-TZVPD)
C 2.391 -0.442 0.048
N 1.153 -0.442 -0.091
N 0.615 0.778 -0.533
C -0.578 1.013 -0.098
C -1.674 0.088 0.384
O -1.947 -1.003 -0.512
H 2.901 -1.357 0.478
H 3.092 0.297 -0.364
H -0.848 2.027 -0.385
H -1.508 -0.320 1.408
H -2.568 0.643 0.414
H -1.029 -1.281 -0.749
```

[2]
One molecule with the formula C3H6N2O. Source: the Open Molecules 2025 dataset; level of theory: wB97M-V/def2-TZVPD.

The value obtained for the total energy is -8234.5789 eV. The HOMO energy is -9.82 eV. Its gap between HOMO and LUMO is 10.7743 eV. For the energy above the lowest of the compared OMol25 structures with the same formula, charge and spin, the calculation gives 204.5 kJ/mol. As for the spin multiplicity: 1. Its structure (SMILES) is C/N=C/NC=O.

The geometry in XYZ format:
```
12
C3H6N2O (wB97M-V/def2-TZVPD)
C -2.132 -0.495 0.016
N -1.181 0.595 -0.013
C -0.062 0.130 -0.209
N 1.120 0.908 -0.217
C 2.329 0.224 0.095
O 2.595 -0.932 -0.114
H -3.216 -0.072 -0.132
H -1.774 -0.993 -0.768
H -2.037 -1.110 0.885
H 0.338 -1.000 -0.163
H 0.979 1.856 0.068
H 3.041 0.889 0.552
```

[3]
One molecule with the formula C3H6N2O. Source: the Open Molecules 2025 dataset; level of theory: wB97M-V/def2-TZVPD.

The value obtained for the total energy is -8234.1441 eV. The HOMO energy is -8.65 eV. Its gap between HOMO and LUMO is 9.2658 eV. For the energy above the lowest of the compared OMol25 structures with the same formula, charge and spin, the calculation gives 246.5 kJ/mol. As for the spin multiplicity: 1. Its structure (SMILES) is N/C=C/C(N)=O.

The geometry in XYZ format:
```
12
C3H6N2O (wB97M-V/def2-TZVPD)
N -0.458 -1.229 1.868
C -0.298 -0.714 0.631
C -0.211 0.596 0.314
C -0.002 1.009 -1.163
N 1.005 0.308 -1.724
O -0.673 1.897 -1.742
H -0.430 -0.287 2.692
H -1.286 -2.093 1.926
H -0.263 -1.601 -0.110
H -0.532 1.389 1.067
H 1.342 0.629 -2.642
H 1.805 0.095 -1.117
```

[4]
A 3-piece molecular cluster, C3H6N2O overall. Source: the Open Molecules 2025 dataset; level of theory: wB97M-V/def2-TZVPD.

The value obtained for the total energy is -8233.0066 eV. The HOMO energy is -10.82 eV. Its gap between HOMO and LUMO is 10.5006 eV. For the energy above the lowest of the compared OMol25 structures with the same formula, charge and spin, the calculation gives 356.2 kJ/mol. As for the spin multiplicity: 1. Its structure (SMILES) is N#CC=O.[H][H].C=N.

The geometry in XYZ format:
```
12
C3H6N2O (wB97M-V/def2-TZVPD)
N 2.123 0.033 -1.421
C 1.746 0.459 -0.415
C 1.279 1.050 0.861
O 1.923 0.944 1.869
H 0.322 1.583 0.786
H -0.173 -1.426 1.652
H 0.212 -1.678 2.238
C -1.312 -0.276 -1.460
N -1.305 -0.103 -0.204
H -0.374 -0.537 -1.956
H -2.201 -0.174 -2.092
H -2.240 0.124 0.141
```

[5]
A 2-piece molecular cluster, C3H6N2O overall. Source: the Open Molecules 2025 dataset; level of theory: wB97M-V/def2-TZVPD.

The value obtained for the total energy is -8229.8101 eV. The HOMO energy is -8.69 eV. Its gap between HOMO and LUMO is 8.4978 eV. For the energy above the lowest of the compared OMol25 structures with the same formula, charge and spin, the calculation gives 664.7 kJ/mol. As for the spin multiplicity: 1. Its structure (SMILES) is C=C=C=N.NO.

The geometry in XYZ format:
```
12
C3H6N2O (wB97M-V/def2-TZVPD)
C 1.991 0.064 -0.520
C 0.816 -0.255 -0.989
C -0.420 -0.554 -1.332
N -1.263 -1.051 -2.112
H 2.125 0.466 0.477
H 2.886 -0.071 -1.121
H -0.899 -1.320 -3.027
N -1.349 0.671 2.168
O -0.599 0.315 1.050
H -1.017 0.137 2.968
H -1.201 1.661 2.354
H -1.071 -0.063 0.083
```

[6]
One molecule with the formula C3H6N2O. Source: the Open Molecules 2025 dataset; level of theory: wB97M-V/def2-TZVPD.

The value obtained for the total energy is -8235.4005 eV. The HOMO energy is -9.69 eV. Its gap between HOMO and LUMO is 10.6720 eV. For the energy above the lowest of the compared OMol25 structures with the same formula, charge and spin, the calculation gives 125.3 kJ/mol. As for the spin multiplicity: 1. Its structure (SMILES) is NC(=O)[C@@H]1CN1.

The geometry in XYZ format:
```
12
C3H6N2O (wB97M-V/def2-TZVPD)
N 1.086 -1.150 0.675
C 1.170 0.166 0.409
O 1.950 0.969 0.912
C 0.048 0.656 -0.421
C -1.325 0.451 0.107
N -0.849 -0.428 -0.963
H 0.560 -1.711 0.001
H 1.873 -1.572 1.195
H 0.219 1.580 -0.988
H -2.079 1.205 -0.145
H -1.441 -0.037 1.102
H -1.213 -0.129 -1.883
```